# C14H26BCrN2P

A molecular structure, C14H26BCrN2P in a non-equilibrium geometry (ωB97M-V/def2-TZVPD, the Open Molecules 2025 dataset).

The molar mass is 316.16 g mol⁻¹. As for the energy above the lowest of the compared OMol25 structures with the same formula, charge and spin: 21.47 kJ/mol. The HOMO-LUMO gap (spin up / spin down) comes out at 7.016 / 7.488 eV. The total energy comes out at -2069.0549 Ha. Its spin multiplicity is 5.

Last column: Löwdin charge in e.
Element x y z (Å)
C: -2.8540 0.2173 -3.0634  -0.079
C: -2.6221 -1.0035 -2.4203  -0.050
C: -1.8221 -1.0681 -1.2567  -0.283
C: -1.2499 0.0907 -0.7377  -0.175
C: -1.5049 1.3229 -1.3611  -0.326
C: -2.3125 1.3844 -2.5085  -0.058
C: -1.6699 -2.4242 -0.5913  -0.137
C: -0.2656 -3.0116 -0.3455  -0.173
N: 0.8329 -2.0127 -0.2588  -0.356
Cr: 0.0369 -0.2170 0.8760  0.571
C: -0.9244 2.6239 -0.8615  -0.305
P: 0.7368 2.3322 -0.1639  0.816
H: -3.0489 -1.9156 -2.8284  0.101
H: -2.4769 2.3496 -2.9853  0.103
H: -3.4525 0.2683 -3.9675  0.097
H: -1.5045 3.0632 -0.0352  0.098
H: -0.8694 3.3958 -1.6414  0.088
H: -2.2041 -2.4085 0.3750  0.122
H: -2.2031 -3.1570 -1.2139  0.110
H: -0.2933 -3.5688 0.6049  0.123
C: 1.3604 3.7421 0.7902  -0.249
C: 1.8793 1.9992 -1.5432  -0.260
H: 0.0111 -3.7142 -1.1503  0.124
C: 1.3631 -1.6852 -1.5921  -0.068
C: 1.9109 -2.4986 0.6085  -0.093
H: 0.4371 1.2190 1.5775  -0.005
H: 1.7699 -2.6148 -2.0222  0.096
H: 0.5848 -1.2806 -2.2527  0.095
H: 2.1636 -0.9332 -1.5035  0.084
H: 2.4569 -3.2949 0.0826  0.095
H: 2.5980 -1.6690 0.8574  0.093
H: 1.4944 -2.8759 1.5529  0.095
H: 2.2005 2.8938 -2.1184  0.050
H: 2.7768 1.5262 -1.0964  0.043
H: 1.4238 1.2699 -2.2383  0.042
H: 1.5220 4.6768 0.2453  0.049
H: 0.6662 3.9415 1.6142  0.052
H: 2.3160 3.4419 1.2349  0.049
H: 1.2184 0.9484 1.3939  0.030
B: -0.0411 -0.1736 5.4864  -0.428
C: -0.1155 -0.3085 3.9705  -0.185
N: -0.1959 -0.4613 2.8058  -0.019
H: 0.9396 -0.7124 5.9133  0.000
H: -1.0339 -0.7018 5.9531  0.012
H: -0.0349 1.0036 5.8151  0.009